20
Properties=species:S:1:pos:R:3:forces:R:3:mulliken_charge:R:1 method="wB97M-V/def2-TZVPD" total_energy_ha=-311.88731 smiles="C=CC1=C(C)C1(C)C" homo_lumo_gap_ev=9.19 relative_energy_kj_mol=260.15 fmax_ev_per_a=4.7
H 2.21419 1.79407 1.54255 -0.10 1.40 0.38 0.308
C -0.13389 0.96119 -1.90685 -1.30 0.88 -2.14 -0.164
H 3.24022 0.69506 0.74454 2.28 -0.13 -1.70 0.386
H -0.99959 -2.39788 -0.22969 0.29 0.68 0.96 0.298
H 0.65069 -2.33497 -0.37769 1.28 0.13 -0.31 0.416
C 1.11601 0.41379 0.34184 0.39 -0.69 0.36 0.106
C 2.32128 0.81591 1.17218 -2.57 -2.75 2.82 -1.257
H 2.41384 0.11761 2.15803 -0.57 1.51 -2.27 0.267
C -1.30830 0.08429 1.22616 -2.01 1.84 1.10 -1.188
C 0.32501 0.40812 -0.70290 0.29 -0.95 2.62 -0.078
H -1.77643 1.11470 -3.39930 0.73 0.42 -0.18 0.285
H 0.52625 1.74759 -2.26229 -0.14 -0.02 -0.52 0.315
C -1.30961 0.67187 -2.53126 0.54 -0.19 1.45 -0.805
H -1.27033 1.17182 1.63310 0.75 -1.78 -0.44 0.298
C -0.09224 -1.98143 0.29411 -1.20 -0.49 1.75 -1.440
C -0.11972 -0.44951 0.50291 0.83 -0.02 -1.93 1.125
H -2.11361 0.24969 0.48257 0.00 -0.59 0.36 0.203
H -1.72169 -0.54363 2.05659 0.48 0.34 -0.73 0.370
H 0.03590 -2.51131 1.31602 -0.29 0.61 -1.66 0.322
H -1.99799 -0.02698 -2.06064 0.32 -0.23 0.08 0.233